Formula: C59H55F6N4O
Source: the Open Molecules 2025 dataset
Level of theory: ωB97M-V/def2-TZVPD

Output
Energy: -86380.72543 eV
Frontier orbital gap: 2.9007 eV
Spin multiplicity: 1
Relative energy (zero: lowest compared OMol25 entry of this formula, charge and spin): 0.0 kcal/mol
LUMO: -4.55 eV
Total charge: +1

The geometry in XYZ format:
```
125
Properties=species:S:1:pos:R:3:mulliken_charge:R:1
C 1.58 -4.03 -4.69 -1.77
C 1.58 -3.83 -3.20 0.76
C 1.88 -4.88 -2.32 -0.72
C 1.70 -4.77 -0.94 0.46
C 1.94 -5.93 -0.02 -1.48
C 1.24 -3.54 -0.45 -0.35
N 0.80 -3.39 0.90 1.13
C -0.40 -3.80 1.39 0.39
C -1.16 -4.82 0.68 -0.45
C -1.47 -4.62 -0.76 1.04
C -1.52 -5.88 -1.56 -2.30
C -1.93 -3.40 -1.34 1.08
C -2.41 -2.29 -0.60 -0.27
C -2.82 -1.12 -1.26 -0.12
C -2.77 -1.04 -2.66 -0.68
C -2.38 -2.16 -3.40 -0.96
C -1.99 -3.32 -2.76 -0.95
O -1.38 -5.92 1.24 -0.76
N -0.33 -3.67 2.75 0.82
C -1.01 -4.44 3.73 -0.12
C -2.41 -4.44 3.77 1.32
C -3.24 -3.65 2.82 -1.39
C -3.05 -5.21 4.75 -1.29
C -2.32 -5.97 5.67 0.54
C -3.04 -6.81 6.68 -1.54
C -0.93 -5.95 5.61 -1.20
C -0.25 -5.20 4.64 1.14
C 1.24 -5.30 4.60 -1.33
C 0.74 -2.82 3.02 -1.40
C 1.44 -2.65 1.88 -0.78
C 1.05 -2.44 -1.29 0.14
C 0.49 -1.19 -0.73 0.16
C 1.25 -2.59 -2.66 -0.26
H 1.41 -3.07 -5.19 0.36
H 2.53 -4.46 -5.03 0.42
H 0.77 -4.71 -4.99 0.33
H 2.26 -5.82 -2.73 0.38
H 2.55 -5.63 0.85 0.25
H 1.00 -6.38 0.35 0.23
H 2.50 -6.71 -0.56 0.51
H -2.42 -5.87 -2.20 0.51
H -0.63 -5.99 -2.20 0.30
H -1.58 -6.76 -0.91 0.40
H -2.43 -2.35 0.50 0.14
H -3.15 -0.26 -0.67 0.46
H -3.06 -0.12 -3.16 0.51
H -2.38 -2.13 -4.49 0.41
H -1.69 -4.19 -3.36 0.46
H -4.25 -3.54 3.25 0.54
H -2.84 -2.64 2.65 0.16
H -3.36 -4.16 1.85 0.35
H -4.14 -5.22 4.79 0.42
H -2.37 -7.05 7.52 0.38
H -3.91 -6.29 7.07 0.38
H -3.38 -7.76 6.24 0.29
H -0.35 -6.54 6.32 0.33
H 1.55 -6.03 5.36 0.41
H 1.62 -5.65 3.63 0.18
H 1.73 -4.35 4.84 0.35
H 0.93 -2.45 4.02 0.98
H 2.36 -2.14 1.68 0.75
H 0.37 -0.46 -1.53 -0.42
H -0.50 -1.31 -0.28 -0.46
H 1.13 -0.82 0.08 0.43
H 1.07 -1.73 -3.32 0.32
F -2.69 4.97 -6.77 -0.28
C -1.49 4.47 -6.36 1.03
F -1.75 3.33 -5.64 -0.23
F -0.80 4.06 -7.48 -0.26
C -0.65 5.43 -5.59 -1.16
N 0.60 4.76 -5.22 0.29
C 1.75 5.17 -5.92 0.13
C 2.09 6.55 -5.95 -0.32
C 3.03 7.02 -6.85 -0.71
C 3.59 6.16 -7.80 -0.39
C 3.30 4.79 -7.76 -0.89
C 2.41 4.30 -6.80 -0.14
C 0.60 3.83 -4.21 1.81
C 1.62 2.86 -4.10 -0.85
C 1.60 1.91 -3.09 -1.09
C 0.69 2.07 -2.01 0.95
C 0.98 1.48 -0.75 -0.85
C 0.58 2.09 0.48 0.32
C 0.38 1.34 1.68 -0.10
C 0.29 1.98 2.90 -0.95
C 0.36 3.39 2.99 1.61
N 0.28 4.02 4.20 0.28
C -0.32 3.35 5.36 -1.13
C -1.81 3.40 5.20 1.02
F -2.50 2.83 6.22 -0.28
F -2.21 4.72 5.11 -0.26
F -2.20 2.80 4.03 -0.23
C 0.73 5.34 4.44 0.13
C 0.11 6.43 3.81 -0.17
C 0.29 7.72 4.32 -0.87
C 1.14 7.93 5.41 -0.46
C 1.87 6.86 5.94 -0.69
C 1.65 5.56 5.48 -0.42
C 0.57 4.14 1.82 -1.16
C 0.59 3.52 0.59 -1.29
C -0.43 2.94 -2.19 -1.49
C -0.44 3.83 -3.24 -0.13
H -0.40 6.25 -6.25 0.53
H -1.19 5.79 -4.71 0.33
H 1.59 7.23 -5.25 0.46
H 3.31 8.07 -6.84 0.39
H 4.26 6.55 -8.58 0.39
H 3.74 4.11 -8.48 0.37
H 2.18 3.23 -6.76 0.43
H 2.44 2.89 -4.82 0.53
H 2.34 1.11 -3.05 0.45
H 1.85 0.82 -0.70 0.92
H 0.32 0.25 1.63 0.20
H 0.22 1.39 3.82 0.27
H 0.01 2.31 5.44 0.30
H -0.06 3.92 6.25 0.53
H -0.55 6.26 2.96 0.52
H -0.26 8.54 3.87 0.36
H 1.22 8.92 5.85 0.40
H 2.60 7.03 6.73 0.40
H 2.17 4.71 5.92 0.47
H 0.74 5.22 1.86 0.78
H 0.72 4.15 -0.29 0.32
H -1.22 2.95 -1.45 0.68
H -1.23 4.59 -3.28 0.28
```



Formula: C2H6Cl2NOP
Source: the Open Molecules 2025 dataset
Level of theory: ωB97M-V/def2-TZVPD

Output
Energy: -40041.53408 eV
Frontier orbital gap (alpha / beta): 7.8926 / 7.7368 eV
Spin multiplicity: 1
Relative energy (zero: lowest compared OMol25 entry of this formula, charge and spin): 77.6 kcal/mol
LUMO (alpha / beta): -1.24 / -0.63 eV

The geometry in XYZ format:
```
13
Properties=species:S:1:pos:R:3:nbo_charge:R:1
C 1.47 -0.37 0.63 -0.33
C 1.25 -1.56 -0.21 -0.45
N -1.28 2.16 -0.06 -1.16
O -1.79 0.24 -1.72 -1.05
P -1.38 0.48 -0.34 1.66
Cl -0.45 -2.15 -0.09 -0.02
Cl -2.80 -0.01 1.00 -0.29
H 2.21 0.34 0.33 0.19
H 1.22 -0.43 1.68 0.19
H 1.85 -2.42 0.11 0.23
H 1.43 -1.36 -1.26 0.23
H -0.92 2.65 -0.87 0.40
H -0.81 2.43 0.79 0.39
```



Formula: C8H29N14O10Pb2
Source: the Open Molecules 2025 dataset
Level of theory: ωB97M-V/def2-TZVPD

Output
Energy: -60573.60681 eV
Frontier orbital gap: 2.2996 eV
Spin multiplicity: 1
LUMO: -13.11 eV
Total charge: +3

The geometry in XYZ format:
```
63
Properties=species:S:1:pos:R:3:nbo_charge:R:1
Pb 4.48 -1.61 -0.96 1.82
Pb 1.36 -3.18 1.92 1.74
O 0.82 0.35 -0.80 -0.64
C 1.27 -0.47 0.16 1.04
O 2.41 -0.87 0.23 -0.90
O 0.51 -1.01 1.06 -0.84
H -0.03 0.62 -0.45 0.54
C 3.05 3.32 -0.24 0.75
O 3.89 3.60 0.68 -0.69
N 1.98 3.90 -0.62 -0.81
N 3.28 2.28 -0.98 -0.82
H 1.43 3.60 -1.42 0.42
H 1.84 4.77 -0.13 0.44
H 3.95 1.61 -0.63 0.36
H 2.74 2.13 -1.82 0.39
C 1.49 -1.92 -3.40 0.79
O 2.44 -1.51 -2.71 -0.84
N 1.44 -2.98 -4.06 -0.81
N 0.32 -1.40 -3.25 -0.79
H 1.00 -2.94 -4.96 0.44
H 2.26 -3.57 -3.96 0.41
H -0.37 -1.54 -3.97 0.44
H 0.20 -0.78 -2.46 0.44
C 1.77 1.46 3.40 0.75
O 1.25 1.52 4.49 -0.63
N 2.53 0.45 3.08 -0.83
N 1.79 2.36 2.44 -0.86
H 2.83 0.33 2.12 0.36
H 2.58 -0.36 3.68 0.39
H 2.73 2.37 2.07 0.41
H 1.61 3.28 2.82 0.42
C -1.95 3.29 0.25 0.76
O -2.02 3.14 -0.98 -0.70
N -2.93 3.23 1.16 -0.82
N -0.83 3.30 0.90 -0.84
H -2.69 3.37 2.13 0.39
H -3.91 3.12 0.94 0.42
H -0.84 2.96 1.86 0.39
H 0.00 3.29 0.33 0.39
C -2.32 0.05 2.71 0.76
O -2.68 -0.40 1.66 -0.70
N -1.07 0.06 3.15 -0.86
N -3.23 0.49 3.57 -0.82
H -0.33 -0.27 2.55 0.40
H -0.86 0.76 3.85 0.42
H -4.19 0.49 3.27 0.43
H -3.00 0.77 4.51 0.40
C -2.82 -0.69 -2.04 0.73
O -3.27 -1.19 -3.00 -0.65
N -1.95 -1.18 -1.25 -0.89
N -3.26 0.48 -1.66 -0.83
H -1.97 -0.95 -0.27 0.44
H -1.37 -1.88 -1.69 0.37
H -2.78 1.16 -1.09 0.41
H -4.13 0.75 -2.10 0.41
C -0.34 -4.39 -1.01 0.77
O 0.06 -3.48 -0.31 -0.83
N -0.43 -4.27 -2.27 -0.77
N -0.84 -5.47 -0.49 -0.77
H 0.18 -3.62 -2.74 0.42
H -0.99 -4.95 -2.75 0.43
H -0.88 -5.50 0.52 0.40
H -1.16 -6.27 -1.02 0.43
```